Computed, not measured: the molecule C3H4BrNO2 at a distorted geometry, with the ωB97M-V functional and the def2-TZVPD basis.

Bonds (Å) are listed after each position.
Geometry (Å):
1 N -0.562 -1.043 1.425  C6 1.422, H7 0.978, Br8 1.982
2 H 0.060 2.102 -1.374  C10 1.036
3 C -0.464 0.380 -0.484  O5 1.198, C6 1.526, C10 1.473
4 H 1.204 1.459 -0.150  C10 1.150
5 O -1.643 0.591 -0.469  C3 1.198
6 C 0.117 -0.860 0.189  N1 1.422, C3 1.526, O11 1.227
7 H -1.411 -0.617 1.657  N1 0.978
8 Br -0.186 -2.685 2.467  N1 1.982
9 H 1.234 0.935 -1.983  C10 1.163
10 C 0.566 1.246 -1.083  H2 1.036, C3 1.473, H4 1.150, H9 1.163
11 O 1.084 -1.509 -0.194  C6 1.227

The max |F| is 4.23 eV/Å. The energy above the lowest of the compared OMol25 structures with the same formula, charge and spin comes out at 0.8398 eV. Its SMILES is CC(=O)C(=O)NBr. For the HOMO energy, the calculation gives -10.119 eV.

---

Computed, not measured: a cluster of 2 separate species, C2H2O in total at a distorted geometry, with the ωB97M-V functional and the def2-TZVPD basis.

Bonds (Å) are listed after each position.
Geometry (Å):
1 C 1.447 0.955 0.262  O3 1.126
2 H -1.018 0.575 0.036  C5 1.066
3 O 2.107 0.049 0.373  C1 1.126
4 H -1.594 -1.191 -0.257  C5 1.046
5 C -0.942 -0.389 -0.414  H2 1.066, H4 1.046

The max |F| is 1.78 eV/Å. The energy above the lowest of the compared OMol25 structures with the same formula, charge and spin comes out at 3.9585 eV. For the HOMO energy (spin up / spin down), the calculation gives -9.488 / -9.529 eV.

---

Computed, not measured: a cluster of 2 separate species, C3H7O2PS3 in total at a distorted geometry, with the ωB97M-V functional and the def2-TZVPD basis.

Bonds (Å) are listed after each position.
Geometry (Å):
1 S 3.180 -0.756 0.421  H11 1.409, C14 1.654
2 P -0.603 -0.153 0.741  O8 1.607, O10 1.662, S16 1.972
3 H -1.531 -2.851 -1.444  C7 1.136
4 H 0.008 1.317 -1.645  C15 1.161
5 H -1.732 -2.837 0.356  C7 1.108
6 H -1.069 2.813 -1.051  C15 1.131
7 C -1.837 -2.214 -0.555  H3 1.136, H5 1.108, H9 1.124, O10 1.383
8 O -0.707 1.379 0.264  P2 1.607, C15 1.465
9 H -2.942 -2.318 -0.726  C7 1.124
10 O -1.396 -0.904 -0.512  P2 1.662, C7 1.383
11 H 4.551 -0.607 0.129  S1 1.409
12 S 2.682 1.944 1.825  C14 1.514
13 H 0.771 2.723 -0.481  C15 1.165
14 C 2.576 0.562 1.218  S1 1.654, S12 1.514
15 C -0.171 2.153 -0.859  H4 1.161, H6 1.131, O8 1.465, H13 1.165
16 S -1.779 -0.251 2.321  P2 1.972

The max |F| is 3.65 eV/Å. The energy above the lowest of the compared OMol25 structures with the same formula, charge and spin comes out at 3.9273 eV. For the HOMO energy (spin up / spin down), the calculation gives -8.519 / -7.795 eV.